The following is a DFT calculation (ωB97M-V/def2-TZVPD) of an isolated molecule of C2H2BrNO3.

Each line ends with the Löwdin charge.
Element x y z (Å)
C (1.08694, -1.12034, 0.06582)  -0.734
C (-0.57355, -0.20805, 0.14219)  -0.024
N (-0.65389, 1.15073, -0.22100)  -0.450
O (-1.14760, 1.47987, -1.29633)  0.073
O (1.12030, -2.15449, 0.59026)  0.084
O (-0.22415, 1.96455, 0.59392)  0.053
Br (2.39282, 0.10615, -0.53205)  0.808
H (-0.77848, -0.37932, 1.11262)  0.072
H (-1.22240, -0.83909, -0.45543)  0.120

E_HOMO, eV: -10.82
Calculated total energy, Eh: -2931.75128
ΔE to the lowest compared entry with this formula, charge and spin, kcal/mol: 44.8
SMILES: O=C(Br)C[N+](=O)[O-]